C17H42FN2NbO2P2 as an isolated structure at a distorted geometry. Source: OMol25; level of theory: ωB97M-V/def2-TZVPD.

CARTESIAN COORDINATES (ANGSTROEM)
C  1.829551  -2.516128  1.562008
C  1.308185  -1.115293  1.231433
P  -0.238682  -0.620208  2.128072
C  -0.943899  0.649109  0.964801
C  -2.400351  0.997137  1.246982
Nb  -1.638969  -2.578567  2.899780
F  -0.372413  -3.642280  3.810340
C  -1.824642  -3.895655  1.044743
C  -2.982104  -3.768083  0.037341
C  -2.474257  -3.776181  -1.410960
C  -4.040422  -4.870115  0.209683
P  -3.726947  -3.958907  3.578169
N  -5.154039  -3.109375  3.127705
O  -3.765071  -3.845429  5.234015
H  2.538464  -2.842229  0.797649
H  2.363411  -2.527773  2.509999
H  1.035545  -3.257854  1.610419
H  1.139529  -1.018655  0.153775
H  2.093299  -0.394573  1.480743
H  -0.360384  1.573202  1.043709
H  -0.836693  0.301110  -0.067448
H  -2.734301  1.782617  0.563009
H  -2.526092  1.374188  2.261561
H  -3.040973  0.129924  1.125064
H  -2.308104  -1.916695  4.478075
H  -3.044243  -1.592102  2.320131
H  -1.725810  -4.944339  1.343652
H  -0.892038  -3.600697  0.544455
H  -3.491306  -2.815151  0.196177
H  -2.305547  -4.796637  -1.767604
H  -1.525660  -3.245824  -1.515551
H  -3.192198  -3.304874  -2.087521
H  -4.866826  -4.546668  0.836962
H  -4.457295  -5.167388  -0.755969
H  -3.613117  -5.757227  0.676889
H  -5.821280  -3.642340  2.590246
H  -4.970553  -2.215545  2.692002
H  -3.820476  -2.912255  5.506271
C  4.276670  4.189140  -2.444047
C  3.416850  3.910839  -1.197812
C  3.716643  2.522945  -0.613425
C  3.146938  1.357615  -1.420589
C  1.653960  1.553721  -1.685399
C  1.336616  2.893090  -2.350981
N  1.942250  3.981311  -1.506939
O  1.209825  4.336773  -0.511718
C  1.860022  2.917895  -3.787986
C  -0.168736  3.117945  -2.404904
C  3.713300  4.986522  -0.158892
H  3.710126  4.719750  -3.206652
H  5.119692  4.818564  -2.160267
H  4.678879  3.279193  -2.888139
H  3.303706  2.484884  0.399143
H  4.802789  2.431541  -0.517731
H  3.696840  1.226824  -2.357431
H  3.291374  0.437633  -0.851262
H  1.272620  0.742335  -2.311794
H  1.123506  1.481717  -0.733282
H  1.706523  3.900891  -4.236121
H  1.286740  2.187687  -4.360291
H  2.909469  2.656307  -3.880053
H  -0.617125  3.042626  -1.418538
H  -0.602925  2.353801  -3.051622
H  -0.398463  4.101849  -2.816189
H  3.423535  5.970972  -0.528123
H  4.788970  4.982319  0.029104
H  3.186111  4.801070  0.771132

Atoms 1-6, force components in eV/Å:
C 0.151 0.100 -0.136
C 0.193 -0.008 0.009
P -0.904 0.044 -0.217
C 0.091 0.252 0.150
C 0.036 0.205 -0.208
Nb 0.463 -0.077 -0.184

Calculated values
- Spin multiplicity: 2
- Electronic energy: -48229.7237 eV
- Expectation value of S²: 0.75
- Total charge: -1